C7H5O4Pb | ωB97M-V/def2-TZVPD

ORCA input file:
```
! RIJCOSX wB97M-V def2-TZVPD def2/J DEFGRID3
* xyz -1 1
Pb -0.031 -0.049 0.039
O -4.147 0.983 0.644
O -2.198 0.519 -0.339
O -1.016 0.218 2.085
O -2.946 0.673 3.113
C 1.781 -1.590 -1.676
C 2.600 -1.283 -0.564
C -2.968 0.706 0.696
C -2.279 0.530 2.110
C 1.544 -0.397 -2.387
C 2.189 0.651 -1.701
C 2.851 0.096 -0.577
H 2.968 -1.990 0.167
H 0.969 -0.302 -3.298
H 2.262 1.678 -2.034
H 3.458 0.642 0.132
H 1.463 -2.580 -1.974
*
```

## Properties
LUMO energy (eV): 2.79
E_HOMO (eV): -5.32

C7H6 | ωB97M-V/def2-TZVPD

ORCA input file:
```
! RIJCOSX wB97M-V def2-TZVPD def2/J DEFGRID3
* xyz 0 1
C 1.619 0.437 -0.297
C -0.574 -0.742 -0.232
C -2.112 0.911 0.286
C -2.832 -0.026 -0.646
C -0.833 1.372 0.005
C -1.950 -0.760 0.201
C 0.155 0.410 -0.012
H -0.097 -1.426 -0.825
H -2.777 1.456 0.883
H -2.475 -1.554 0.785
H 2.215 0.715 0.710
H 1.775 1.203 -1.041
H 1.977 -0.679 -0.494
*
```

## Properties
LUMO energy (alpha / beta) (eV): -0.69 / -0.69
Relative energy (zero: lowest compared OMol25 entry of this formula, charge and spin) (kcal per mole): 145.7
E_HOMO (alpha / beta) (eV): -7.99 / -7.99

C7H6AlBr2IO6 | ωB97M-V/def2-TZVPD

ORCA input file:
```
! RIJCOSX wB97M-V def2-TZVPD def2/J DEFGRID3
* xyz -2 1
I -2.218 -1.730 -3.482
Br -3.556 1.427 2.094
Br 1.115 2.563 1.548
Al -1.219 -0.783 -1.268
O 2.841 2.894 -0.512
O -3.796 -0.935 0.721
O 0.503 -0.790 2.354
O -0.509 -1.916 -0.122
O 2.308 -2.090 1.887
O 0.347 -0.062 -1.739
C 0.841 -1.544 0.094
C 2.267 0.595 -0.339
C -3.261 0.102 0.614
C 1.235 -1.488 1.599
C 2.229 2.043 0.034
C -2.456 0.601 -0.510
C 0.932 -0.114 -0.446
H 1.518 -2.249 -0.389
H 2.737 0.610 -1.320
H 0.245 0.404 0.239
H -1.857 1.437 -0.159
H 2.936 0.061 0.337
H -3.182 0.964 -1.237
*
```

## Properties
LUMO energy (eV): 4.32
Relative energy (zero: lowest compared OMol25 entry of this formula, charge and spin) (kcal per mole): 0.0
E_HOMO (eV): -1.69

C7H6BeClIN2O3P | ωB97M-V/def2-TZVPD

ORCA input file:
```
! RIJCOSX wB97M-V def2-TZVPD def2/J DEFGRID3
* xyz 1 1
I 3.026 2.547 -0.415
Cl 0.659 0.603 -2.840
P 1.762 -0.301 -1.274
O 1.002 -1.737 -0.930
O 2.071 0.388 2.670
O 3.575 -0.281 1.257
N -1.845 -1.443 1.579
N 0.441 1.467 0.458
C -0.667 0.557 0.490
C -2.887 -0.212 -0.285
C -2.904 -1.272 0.733
C 1.735 0.866 0.210
C -1.800 0.755 -0.484
C 2.480 0.276 1.468
C -0.831 -0.561 1.436
Be 3.251 -1.031 -3.516
H 0.255 2.250 -0.181
H 0.024 -0.699 2.160
H 0.043 -1.651 -1.155
H -3.792 -0.117 -0.941
H -1.815 1.551 -1.259
H -3.782 -1.956 0.819
*
```

## Properties
LUMO energy (eV): -8.48
E_HOMO (eV): -12.35

C7H6Cl2FN2O4RuS3Sb | ωB97M-V/def2-TZVPD

ORCA input file:
```
! RIJCOSX wB97M-V def2-TZVPD def2/J DEFGRID3
* xyz 0 5
Sb 2.297 3.302 1.543
Ru -0.089 2.670 -0.646
Cl -1.623 4.556 -2.263
Cl -2.728 2.466 -0.535
S 2.260 1.145 2.398
S 2.128 2.826 -0.814
S -0.059 3.775 1.314
F 2.988 -2.574 2.113
O -0.106 1.030 -2.036
O 0.838 -4.020 3.127
O -0.109 0.428 0.074
O -1.730 -2.784 -0.417
N 0.458 -2.142 -0.416
N -0.404 -3.418 1.319
C 1.646 -2.042 0.286
C -0.646 -2.764 0.124
C 0.757 -3.415 2.086
C -0.015 0.134 -1.136
C -2.940 4.118 -1.167
C 1.829 -2.645 1.459
C 0.255 -1.284 -1.564
H -3.877 4.146 -1.712
H -1.194 -3.914 1.708
H 2.424 -1.444 -0.170
H -0.585 -1.653 -2.151
H 1.142 -1.296 -2.198
H -2.918 4.799 -0.324
*
```

## Properties
LUMO energy (alpha / beta) (eV): -0.77 / -2.61
E_HOMO (alpha / beta) (eV): -8.61 / -8.80

C7H6Cl3NO2 | ωB97M-V/def2-TZVPD

ORCA input file:
```
! RIJCOSX wB97M-V def2-TZVPD def2/J DEFGRID3
* xyz 0 1
Cl -3.404 -0.410 0.740
Cl -2.290 -0.233 -1.910
Cl -1.418 -2.196 0.170
O -1.015 2.574 -0.762
O -1.578 2.070 1.235
N -0.773 2.014 0.310
C 0.238 1.034 0.314
C 1.152 -0.969 1.356
C 1.569 -0.551 -1.012
C -2.172 -0.756 -0.317
C 1.719 -1.341 0.065
C 0.918 0.738 -0.974
C 0.414 0.173 1.448
H 2.332 -2.241 -0.016
H 1.037 -1.799 2.083
H 1.784 -1.004 -1.980
H 1.585 1.516 -1.265
H 0.072 0.944 -1.852
H -0.169 0.437 2.368
*
```

## Properties
LUMO energy (alpha / beta) (eV): -0.71 / -1.72
Relative energy (zero: lowest compared OMol25 entry of this formula, charge and spin) (kcal per mole): 24.3
E_HOMO (alpha / beta) (eV): -8.03 / -8.29

C7H6ClIN2O2 | ωB97M-V/def2-TZVPD

ORCA input file:
```
! RIJCOSX wB97M-V def2-TZVPD def2/J DEFGRID3
* xyz 0 1
I -4.444 -0.027 -0.506
Cl -0.346 2.807 1.316
O -1.438 -0.175 -1.803
O 0.396 -1.311 -1.650
N -1.835 0.773 0.673
N -0.326 -0.349 -1.373
C 2.643 0.411 -1.420
C -0.284 -1.919 2.173
C -1.450 -2.113 2.481
C -2.801 0.001 0.825
C 1.581 0.945 -0.555
C -0.703 1.300 0.502
C 0.255 0.607 -0.411
H 3.188 -0.213 -0.721
H 2.082 -0.091 -2.223
H 3.280 1.215 -1.700
H 0.803 -1.719 1.828
H 1.821 1.729 0.085
H -2.420 -1.872 2.478
*
```

## Properties
LUMO energy (alpha / beta) (eV): -1.05 / -1.05
Relative energy (zero: lowest compared OMol25 entry of this formula, charge and spin) (kcal per mole): 33.9
E_HOMO (alpha / beta) (eV): -8.21 / -8.20

C7H6CrO5 | ωB97M-V/def2-TZVPD

ORCA input file:
```
! RIJCOSX wB97M-V def2-TZVPD def2/J DEFGRID3
* xyz 2 5
Cr 0.202 -1.065 -0.045
O -0.004 0.133 -2.968
O -2.406 -2.412 0.609
O 3.125 -1.453 0.558
O -0.865 4.956 0.526
O -0.062 -0.055 1.744
C -1.068 0.685 3.765
C -1.369 -2.055 0.228
C -0.693 3.834 0.425
C 2.027 -1.453 0.232
C -0.031 -0.019 3.013
C 1.058 -0.689 3.758
C 0.086 -0.372 -1.901
H 2.046 -0.286 3.498
H -2.045 0.241 3.603
H -1.094 1.750 3.569
H 0.887 -0.530 4.818
H -0.842 0.561 4.849
H 1.049 -1.772 3.563
*
```

## Properties
LUMO energy (alpha / beta) (eV): -11.26 / -11.25
Relative energy (zero: lowest compared OMol25 entry of this formula, charge and spin) (kcal per mole): 7.6
E_HOMO (alpha / beta) (eV): -18.63 / -18.63

| no. | E_tot (Ha) | F_max (eV/A) |
| --- | --- | --- |
| 1 | -763.65438 | 0.3 |
| 2 | -270.00387 | 3.2 |
| 3 | -6410.20110 | 1.0 |
| 4 | -1719.07539 | 5.1 |
| 5 | -3230.82360 | 0.5 |
| 6 | -1855.91177 | 3.9 |
| 7 | -1287.89979 | 5.5 |
| 8 | -1690.26848 | 9.9 |